1.
A gas-phase ion, C2H2IOS (charge -1), computed with wB97M-V/def2-TZVPD.

```
7
Properties=species:S:1:pos:R:3:forces:R:3:mulliken_charge:R:1
C 0.428 0.122 0.481 -1.6 -0.9 -1.5 -0.800
C -0.663 -0.298 -0.788 2.6 1.0 1.2 0.379
I -0.372 0.664 2.412 0.0 0.0 -0.2 -0.137
H 1.056 -0.742 0.655 0.0 -0.2 0.1 0.309
H 1.013 0.896 0.013 0.1 0.5 0.6 0.361
S 0.154 0.361 -2.169 -0.8 -0.4 -0.2 -0.567
O -1.616 -1.002 -0.605 -0.4 0.0 0.0 -0.545
```
Forces are in eV/Å.

Computed properties:
Energy relative to the best compared isomer or geometry (same formula, charge and spin), kcal per mole: 2.8
Spin multiplicity: 1
SMILES: [O-]C(=S)CI
Highest occupied orbital energy, eV: -3.628
Total charge: -1

2.
A molecular structure, C2H2LaO3, computed with wB97M-V/def2-TZVPD.

```
8
Properties=species:S:1:pos:R:3:forces:R:3:mulliken_charge:R:1
H -0.007 1.790 -1.251 -0.3 0.3 -0.3 0.421
C -0.974 -0.270 0.822 -0.1 -0.4 0.0 -0.140
H -1.620 0.042 1.636 -0.1 0.0 -0.2 0.399
C -0.266 0.117 -0.246 -1.1 0.8 2.4 0.485
O -0.606 -1.603 0.622 -0.1 0.0 0.3 -0.002
La 2.823 -0.118 -0.529 -2.0 0.0 0.2 2.632
O 0.226 -1.185 -0.472 1.8 -0.1 -1.4 -0.301
O 0.423 1.228 -0.583 1.8 -0.6 -1.0 -0.495
```
Forces are in eV/Å.

Computed properties:
Spin multiplicity: 1
Highest occupied orbital energy (spin up / spin down), eV: -22.249 / -22.249
Total charge: +3

3.
A molecular structure, C2H2LiNaO2, computed with wB97M-V/def2-TZVPD.

```
8
Properties=species:S:1:pos:R:3:forces:R:3:mulliken_charge:R:1
Li -1.959 0.819 -1.806 0.7 0.0 0.9 0.735
O -0.797 0.593 -0.549 -0.6 0.2 -0.7 -1.318
C -0.368 1.785 1.263 0.3 0.5 1.2 -0.300
O 1.207 0.067 1.458 0.7 0.1 1.2 -0.422
H -0.074 2.817 1.011 -0.1 -0.4 -0.5 0.256
Na 0.627 -1.034 -0.633 -0.3 0.9 0.7 0.872
C 0.680 1.077 1.898 -0.7 -1.0 -2.3 -0.079
H -1.268 1.839 1.897 0.0 -0.4 -0.6 0.256
```
Forces are in eV/Å.

Computed properties:
Energy relative to the best compared isomer or geometry (same formula, charge and spin), kcal per mole: 80.1
Spin multiplicity: 1
Highest occupied orbital energy (spin up / spin down), eV: -5.726 / -5.720
Total charge: 0

4.
C2H2N2 in the gas phase, computed with wB97M-V/def2-TZVPD.

```
6
Properties=species:S:1:pos:R:3:forces:R:3:mulliken_charge:R:1
C -1.017 0.122 -0.086 0.8 -1.1 2.1 -0.144
N 2.590 -0.341 -0.059 1.2 -0.5 0.1 -0.378
H -1.781 0.902 0.097 1.0 0.4 -0.8 0.229
C 1.460 -0.147 -0.028 -1.6 -0.1 -0.2 0.387
N 0.240 0.314 -0.035 -1.8 1.6 -0.4 -0.327
H -1.492 -0.850 0.112 0.4 -0.3 -0.8 0.232
```
Forces are in eV/Å.

Computed properties:
Energy relative to the best compared isomer or geometry (same formula, charge and spin), kcal per mole: 20.3
Spin multiplicity: 1
SMILES: C=NC#N
Highest occupied orbital energy, eV: -9.935
Total charge: 0

| no. | E_tot (eV) |
| --- | --- |
| 1 | -23091.132 |
| 2 | -9067.180 |
| 3 | -10819.162 |
| 4 | -5084.303 |